Run i
Density functional theory data (ωB97M-V with the def2-TZVPD basis set) for 2 unconnected molecules or ions with the total composition C4H11NS.

The geometry in XYZ format:
```
17
Properties=species:S:1:pos:R:3:nbo_charge:R:1
C -0.790 -2.649 0.683 -0.54
C -0.067 -3.704 1.114 0.02
N 1.217 -3.657 1.666 -0.83
H -0.307 -1.824 0.170 0.20
H -1.860 -2.773 0.580 0.21
H -0.430 -4.709 0.915 0.19
H 1.626 -2.740 1.698 0.37
H 1.263 -4.150 2.537 0.38
C 0.106 2.028 -0.888 -0.64
C 0.329 3.514 -0.910 -0.47
S -1.278 4.411 -1.314 -0.10
H 0.311 1.531 -1.828 0.22
H -0.809 1.712 -0.406 0.23
H 0.913 1.616 -0.257 0.21
H 0.944 4.001 -1.657 0.23
H 0.533 3.849 0.105 0.21
H -1.701 3.543 -2.208 0.11
```

Results
* E_HOMO: -8.242 eV
* lowest unoccupied orbital energy: 0.906 eV



Run ii
Density functional theory data (ωB97M-V with the def2-TZVPD basis set) for a single C4H11NS molecule.

The geometry in XYZ format:
```
17
Properties=species:S:1:pos:R:3:nbo_charge:R:1
C -0.186 -1.968 1.970 -0.63
C 0.485 -0.803 1.200 -0.05
N 1.474 -1.241 0.226 -0.85
C -0.570 0.024 0.475 -0.42
C 0.007 1.254 -0.221 -0.51
S -0.742 1.630 -1.840 -0.05
H -1.226 -2.091 1.707 0.21
H -0.061 -1.797 3.049 0.21
H 0.389 -2.876 1.788 0.21
H 1.020 -0.198 1.952 0.18
H 1.208 -2.122 -0.195 0.36
H 2.404 -1.340 0.600 0.37
H -0.996 -0.632 -0.290 0.21
H -1.372 0.347 1.139 0.21
H -0.113 2.143 0.391 0.21
H 1.067 1.120 -0.403 0.23
H -0.044 0.725 -2.510 0.12
```

Results
* E_HOMO: -8.731 eV
* lowest unoccupied orbital energy: 1.068 eV



What should be chosen as the most stable of them? Choose run ii.